{"formula": "C45H116N7O19", "method": "wB97M-V/def2-TZVPD", "charge": 5, "total_energy_ha": -3593.9703, "lumo_ev": -8.663, "homo_lumo_gap_ev": 0.57, "symbols": ["C", "O", "C", "C", "N", "H", "H", "C", "C", "O", "C", "H", "H", "H", "H", "H", "H", "H", "H", "H", "H", "H", "H", "H", "H", "C", "O", "C", "C", "N", "H", "H", "C", "C", "O", "C", "H", "H", "H", "H", "H", "H", "H", "H", "H", "H", "H", "H", "H", "H", "C", "O", "C", "C", "N", "H", "H", "C", "C", "O", "C", "H", "H", "H", "H", "H", "H", "H", "H", "H", "H", "H", "H", "H", "H", "C", "O", "C", "C", "N", "H", "H", "C", "C", "O", "C", "H", "H", "H", "H", "H", "H", "H", "H", "H", "H", "H", "H", "H", "H", "C", "O", "C", "C", "N", "H", "H", "C", "C", "O", "C", "H", "H", "H", "H", "H", "H", "H", "H", "H", "H", "H", "H", "H", "H", "C", "O", "C", "C", "N", "H", "H", "C", "C", "O", "C", "H", "H", "H", "H", "H", "H", "H", "H", "H", "H", "H", "H", "H", "H", "C", "O", "C", "C", "N", "H", "H", "C", "C", "O", "C", "H", "H", "H", "H", "H", "H", "H", "H", "H", "H", "H", "H", "H", "H", "C", "C", "O", "O", "H", "H", "H", "O", "C", "O", "O", "H"], "xyz": [[6.96040, -6.18755, -2.68009], [5.80244, -6.18885, -1.83656], [6.17423, -5.82269, -0.52589], [4.90562, -5.30073, 0.17877], [3.71487, -6.23730, -0.12513], [0.96127, -5.49329, -1.87635], [2.80592, -5.78416, -0.38633], [3.80917, -7.48211, -0.09694], [4.90953, -4.33958, 10.76484], [4.65994, -3.41756, 9.92474], [4.61547, -3.81486, 8.51431], [6.58473, -6.28004, -3.73320], [7.65563, -6.96576, -2.36588], [7.45773, -5.22986, -2.58265], [6.86747, -4.96133, -0.47647], [6.64078, -6.58816, 0.08304], [4.58693, -4.31737, -0.18871], [4.89613, -5.27578, 1.26603], [4.68267, -8.01445, 0.37842], [2.87193, -8.00773, -0.35845], [5.03671, -3.96288, 11.78890], [5.17664, -5.40558, 10.58245], [4.61123, -4.91890, 8.40021], [5.41566, -3.33911, 7.99697], [3.66922, -3.43664, 8.07407], [5.80615, 4.28983, 3.26354], [5.76702, 3.12511, 2.41705], [6.64045, 2.12243, 2.93968], [6.04387, 1.54131, 4.20330], [4.66098, 1.31478, 4.01526], [4.12183, 2.13071, 3.83341], [4.53309, 0.05815, 2.88530], [4.01950, 0.70898, 5.17521], [3.86200, 1.71526, 6.33191], [2.97644, 2.75408, 6.04558], [3.04970, 3.56337, 7.22071], [5.20838, 4.26300, 4.18563], [5.38806, 5.12323, 2.70671], [6.84103, 4.42621, 3.59162], [7.63502, 2.57369, 2.94533], [6.71914, 1.26910, 2.21024], [6.17341, 2.27782, 5.05779], [6.61658, 0.63149, 4.50892], [4.71210, -0.09803, 5.56107], [3.02653, 0.41873, 4.85559], [4.84875, 2.10563, 6.60804], [3.48847, 1.09244, 7.11687], [3.14663, 2.85144, 8.16327], [2.16350, 4.21486, 7.36881], [3.86785, 4.24301, 7.13583], [6.93002, 15.34725, -4.76054], [5.74437, 15.49124, -3.92889], [4.73356, 16.29290, -4.45365], [3.39151, 15.55645, -4.32216], [3.31469, 15.22273, -2.87300], [2.66307, 14.38943, -2.67179], [4.29458, 14.99097, -2.64518], [2.95893, 16.39307, -1.98915], [3.07611, 16.00900, -0.43193], [1.90528, 16.51995, 0.40117], [2.28801, 16.90286, 1.48093], [7.52061, 16.16720, -4.65060], [6.55488, 15.29030, -5.76616], [7.28545, 14.38892, -4.56975], [4.94609, 16.63248, -5.43400], [4.66951, 17.15071, -3.86108], [3.36792, 14.63574, -4.93372], [2.52641, 16.16014, -4.56621], [1.95436, 16.63262, -2.28152], [3.72941, 17.10087, -2.07818], [4.08917, 16.31227, -0.00731], [3.14939, 14.90569, -0.18198], [3.27032, 17.05998, 1.70325], [-2.89116, 11.51919, 1.74225], [1.54131, 17.04790, 2.32840], [-8.81664, -5.88883, -8.33385], [-7.65046, -5.91833, -7.74190], [-6.95538, -4.71784, -7.40461], [-7.72285, -3.34971, -7.55832], [-6.84578, -2.09359, -7.62979], [-7.34076, -1.54943, -6.87845], [-5.85140, -2.11300, -7.28984], [-6.80341, -1.31168, -8.91236], [-5.92431, -0.07893, -8.75275], [-5.18520, 0.16090, -9.94314], [-3.98799, 0.48350, -9.61915], [-9.24476, -6.91217, -8.54476], [10.02879, -9.10068, -5.08539], [-9.57299, -5.12721, -8.40866], [-6.07974, -4.66150, -7.97647], [-6.71114, -4.82904, -6.25634], [-8.53147, -3.24958, -6.84573], [-8.12699, -3.29037, -8.55528], [-7.74102, -0.85162, -9.27589], [-6.41726, -1.94523, -9.64930], [-5.27670, -0.28576, -7.93900], [-6.49491, 0.81944, -8.82261], [-3.22821, 0.61428, -10.36323], [-3.76679, 0.75854, -8.62993], [-0.45378, -10.08398, 6.54470], [-5.65625, -11.31511, -0.61197], [-6.66765, -10.85308, 0.32749], [-7.59380, -11.93748, 0.56940], [-8.82599, -11.27590, 1.17515], [-8.51613, -10.23883, 2.27617], [-7.88297, -9.53697, 1.89051], [-9.38610, -9.70412, 2.48946], [-7.99873, -10.79654, 3.58280], [-7.84286, -9.67435, 4.62684], [-7.04967, -8.63894, 4.08381], [-6.65365, -7.77000, 5.13328], [-4.91354, -10.52892, -0.69112], [-6.14173, -11.51383, -1.56204], [-5.14031, -12.19186, -0.22602], [-7.25811, -12.68663, 1.30239], [-8.03617, -12.43177, -0.26421], [-9.50680, -12.02073, 1.59167], [-9.35522, -10.66619, 0.45660], [-7.05625, -11.28425, 3.34147], [-8.73152, -11.46398, 3.92502], [-7.40764, -10.08115, 5.58576], [-8.88124, -9.31660, 4.85563], [-7.37883, -7.91372, 5.96050], [-6.76738, -6.74714, 4.77777], [-5.64077, -7.97743, 5.55454], [6.78334, -1.21525, -3.03063], [5.90653, -2.25489, -3.51977], [4.76629, -1.94857, -4.36332], [4.25731, -3.24951, -4.90414], [3.91962, -4.32908, -3.95098], [4.76580, -4.76227, -3.56916], [3.37461, -4.01027, -3.14445], [3.04794, -5.35312, -4.65285], [2.96357, -6.64636, -3.81812], [1.78279, -6.66488, -3.02874], [0.57568, -7.11228, -3.71918], [7.00081, -0.47299, -3.76146], [7.73543, -1.69198, -2.67650], [6.32253, -0.78225, -2.15860], [4.97006, -1.31479, -5.23370], [4.10564, -1.45757, -3.64879], [5.04420, -3.64960, -5.48602], [3.37212, -3.01360, -5.51830], [3.55217, -5.69376, -5.58136], [2.10547, -4.94895, -4.95694], [3.84634, -6.67854, -3.22564], [2.86991, -7.55206, -4.38451], [0.68951, -8.13957, -4.07484], [0.42000, -6.44340, -4.55190], [-0.23150, -7.08775, -3.02224], [-2.52532, 4.20061, 2.06519], [-3.45223, 4.58615, 3.14026], [-3.28487, 5.97201, 3.41295], [-4.16062, 6.18155, 4.64465], [-5.44874, 5.43916, 4.55340], [-6.12451, 5.87486, 3.88623], [-5.20334, 4.55249, 4.17910], [-6.29840, 5.49988, 5.84041], [-7.75311, 5.23398, 5.54123], [-7.97531, 5.79082, 4.25298], [-9.07731, 6.72397, 4.07801], [-3.08477, 3.51205, 1.42675], [-1.72446, 3.71490, 2.53985], [-2.29273, 5.09366, 1.41351], [-3.55629, 6.57416, 2.54966], [-2.26077, 6.23677, 3.69779], [-4.40467, 7.23752, 4.79231], [-3.66487, 5.65288, 5.54378], [-6.01107, 6.46061, 6.36097], [-5.90073, 4.71461, 6.51886], [-8.41397, 5.64198, 6.34376], [-8.01727, 4.16851, 5.46936], [-8.97940, 7.69997, 4.52106], [-9.95452, 6.13059, 4.40271], [-9.08767, 6.90471, 2.96358], [4.10614, 0.91618, 0.62856], [3.85944, -0.51132, 1.18697], [4.35052, -0.80375, 2.38554], [3.19330, -1.34106, 0.57835], [5.15956, 1.01745, 0.38739], [3.93456, 1.71501, 1.37042], [3.54488, 0.97251, -0.28536], [1.10055, -3.08519, 0.00788], [1.53178, -3.94669, -0.84085], [2.65658, -3.89636, -1.37231], [0.62216, -4.85350, -1.18656], [1.83918, -2.48528, 0.38889]], "lowdin_charge": [-0.070, -0.240, -0.214, -0.054, 0.024, 0.100, 0.134, 0.089, 0.048, -0.085, -0.007, 0.104, 0.098, 0.084, 0.140, 0.128, 0.108, 0.132, 0.143, 0.120, 0.104, 0.113, 0.107, 0.083, 0.106, -0.079, -0.213, -0.203, -0.220, -0.098, 0.111, 0.059, -0.152, -0.278, -0.169, -0.099, 0.079, 0.092, 0.096, 0.128, 0.127, 0.127, 0.149, 0.147, 0.125, 0.119, 0.110, 0.133, 0.094, 0.074, 0.013, -0.192, -0.207, -0.064, 0.025, 0.229, 0.159, -0.034, -0.040, -0.003, -0.003, 0.076, 0.096, 0.085, 0.133, 0.102, 0.155, 0.140, 0.143, 0.111, 0.149, 0.149, 0.060, -0.441, 0.145, -0.047, -0.131, -0.146, -0.094, 0.036, 0.188, 0.161, -0.088, -0.193, -0.125, -0.063, 0.088, -0.406, 0.044, 0.094, 0.166, 0.130, 0.110, 0.159, 0.123, 0.077, 0.141, 0.059, 0.019, -0.466, -0.056, -0.192, -0.194, -0.075, 0.059, 0.160, 0.193, -0.075, -0.216, -0.194, -0.088, 0.088, 0.093, 0.096, 0.138, 0.127, 0.143, 0.132, 0.142, 0.121, 0.157, 0.142, 0.092, 0.090, 0.113, -0.055, -0.218, -0.171, -0.113, 0.089, 0.147, 0.129, -0.061, -0.148, -0.251, -0.021, 0.080, 0.111, 0.069, 0.142, 0.131, 0.135, 0.152, 0.156, 0.126, 0.099, 0.133, 0.107, 0.088, 0.089, -0.034, -0.222, -0.212, -0.098, 0.041, 0.170, 0.143, -0.073, -0.192, -0.249, -0.035, 0.090, 0.072, 0.113, 0.130, 0.138, 0.144, 0.171, 0.155, 0.142, 0.153, 0.136, 0.086, 0.105, 0.113, 0.032, -0.511, 0.086, 0.031, 0.078, 0.080, 0.075, 0.184, -0.655, 0.012, 0.144, 0.133]}